Record 1
{"formula": "C58H63N2O12P", "method": "ωB97M-V with the def2-TZVPD basis set", "species": ["C", "C", "O", "C", "C", "C", "C", "N", "C", "C", "C", "C", "C", "C", "C", "O", "C", "C", "C", "N", "O", "O", "C", "O", "C", "O", "C", "C", "O", "C", "C", "C", "C", "C", "C", "C", "C", "C", "C", "P", "O", "H", "H", "H", "H", "H", "H", "H", "H", "H", "H", "H", "H", "H", "H", "H", "H", "H", "H", "H", "H", "H", "H", "H", "H", "H", "H", "H", "H", "H", "H", "H", "H", "H", "H", "H", "H", "H", "H", "H", "H", "H", "H", "H", "H", "H", "H", "H", "O", "C", "C", "C", "C", "C", "C", "C", "C", "O", "C", "C", "C", "C", "C", "C", "H", "H", "H", "H", "H", "H", "H", "H", "O", "C", "C", "C", "C", "C", "C", "C", "C", "O", "C", "C", "C", "C", "C", "C", "H", "H", "H", "H", "H", "H", "H", "H"], "xyz": [[3.4615, -3.4190, -0.3425], [3.7484, -2.4634, -1.5569], [2.6226, -2.1099, -2.3137], [1.9333, -0.9161, -2.0455], [2.7875, 0.2976, -1.6457], [3.1764, 0.3900, -0.1309], [2.2779, 1.3271, 0.6899], [3.0067, 2.4663, 1.3008], [1.9803, 3.4722, 1.7041], [1.8323, 4.4394, 0.5338], [0.6315, 4.5256, -0.1221], [0.4669, 5.3588, -1.2128], [1.5423, 6.0949, -1.6427], [2.7423, 6.0278, -0.9664], [2.9117, 5.2138, 0.1162], [4.1067, 5.1272, 0.7957], [0.9446, -1.2050, -0.8456], [-0.1325, -2.2335, -1.3024], [-0.7541, -2.9443, -0.1031], [-1.4292, -2.1837, 0.9367], [-0.7140, -4.1567, -0.0290], [1.0558, -0.8061, -3.1555], [0.7392, 0.4013, -3.7382], [1.7838, 1.0787, -4.4037], [-0.2476, 0.0415, -4.8893], [-1.3306, -0.6799, -4.2986], [-2.6195, -0.0979, -4.5078], [-3.5182, -0.7721, -3.4530], [-4.5689, 0.0350, -2.9334], [-4.3846, 0.3330, -1.6010], [-4.2192, -0.7181, -0.7105], [-4.0346, -0.5504, 0.6325], [-3.8747, -1.7716, 1.5262], [-4.0406, 0.7468, 1.1165], [-4.2268, 1.7884, 0.2493], [-4.4004, 1.6442, -1.1268], [-4.6320, 2.9357, -1.9201], [-3.8530, 4.1487, -1.3411], [-4.3208, 2.9050, -3.4254], [-0.3106, 1.5942, -2.7058], [-0.5967, 2.7499, -3.6041], [4.1947, -4.2255, -0.3263], [2.4396, -3.7912, -0.4715], [3.4956, -2.8256, 0.5785], [4.3829, -3.0696, -2.2171], [4.4188, -1.6755, -1.1960], [3.7509, 0.2018, -2.1673], [2.4067, 1.2846, -1.9068], [4.1837, 0.8299, -0.1204], [3.2977, -0.5937, 0.3260], [1.8537, 0.7323, 1.5232], [1.4189, 1.7358, 0.1509], [3.3508, 2.1169, 2.1939], [2.2809, 3.9766, 2.6314], [1.0036, 3.0048, 1.9053], [-0.2342, 3.9423, 0.1934], [-0.4694, 5.4220, -1.7582], [1.4528, 6.7372, -2.5137], [3.5937, 6.6110, -1.3121], [3.9447, 5.4383, 1.6954], [1.4483, -1.6500, 0.0172], [0.4310, -0.2844, -0.5337], [0.2657, -2.9857, -1.9812], [-0.9460, -1.6804, -1.7949], [-0.7099, -1.6761, 1.4538], [-1.9618, -1.4509, 0.4601], [1.7871, 2.0026, -4.1146], [-0.5659, 0.9366, -5.4250], [0.2870, -0.6736, -5.5275], [-2.9594, -0.4238, -5.5043], [-2.6209, 0.9918, -4.4755], [-3.9932, -1.6289, -3.9488], [-2.8539, -1.1938, -2.6896], [-4.2458, -1.7319, -1.1112], [-3.4810, -2.6029, 0.9311], [-3.1683, -1.5410, 2.3301], [-4.8492, -2.0608, 1.9322], [-3.9109, 0.9463, 2.1780], [-4.2584, 2.7804, 0.6881], [-5.6973, 3.1944, -1.7978], [-3.8095, 4.9726, -2.0572], [-4.2064, 4.4563, -0.3553], [-2.8059, 3.8278, -1.2059], [-3.2436, 2.7725, -3.5559], [-4.9333, 2.1918, -3.9757], [-4.5513, 3.9021, -3.8249], [-1.4820, 0.9468, -2.2470], [0.3948, 2.1101, -1.5970], [11.1966, 2.5620, 2.6988], [10.0746, 2.5873, 3.1613], [8.9412, 3.1554, 2.3831], [9.1685, 3.6431, 1.1015], [8.1126, 4.1393, 0.3531], [6.8237, 4.1507, 0.8810], [6.5983, 3.6802, 2.1625], [7.6521, 3.1873, 2.9206], [7.3914, 2.7025, 4.3021], [6.2796, 2.7791, 4.7883], [8.5202, 2.1152, 5.0738], [8.2892, 1.6243, 6.3532], [9.3238, 1.0462, 7.0694], [10.5946, 0.9554, 6.5101], [10.8330, 1.4555, 5.2408], [9.7999, 2.0414, 4.5198], [10.1686, 3.6302, 0.6891], [8.2906, 4.5146, -0.6467], [6.0018, 4.5223, 0.2961], [5.5977, 3.6916, 2.5726], [7.3001, 1.6907, 6.7863], [9.1411, 0.6610, 8.0644], [11.3999, 0.4949, 7.0680], [11.8221, 1.3873, 4.8081], [-7.0866, -6.6962, -1.9391], [-7.2521, -6.3268, -0.7943], [-6.1309, -5.7382, -0.0133], [-4.8850, -5.5915, -0.6120], [-3.8424, -5.0094, 0.0917], [-4.0401, -4.5700, 1.3968], [-5.2755, -4.7292, 2.0042], [-6.3230, -5.3180, 1.3056], [-7.6385, -5.4981, 1.9766], [-7.7919, -5.1824, 3.1392], [-8.7662, -6.0682, 1.1888], [-10.0120, -6.2109, 1.7875], [-11.0773, -6.7097, 1.0568], [-10.9029, -7.0679, -0.2764], [-9.6599, -6.9403, -0.8734], [-8.5862, -6.4453, -0.1433], [-4.7322, -5.9280, -1.6288], [-2.8749, -4.8908, -0.3747], [-3.2256, -4.1044, 1.9371], [-5.4275, -4.3920, 3.0209], [-10.1487, -5.9281, 2.8226], [-12.0481, -6.8167, 1.5239], [-11.7391, -7.4490, -0.8485], [-9.5244, -7.2221, -1.9090]], "smiles": "CCO[C@](CCCNCc1ccccc1O)(CCC(N)=O)O[C@@](O)(COCCOc1cc(C)ccc1C(C)C)[PH2]=O.O=C1c2ccccc2C(=O)c2ccccc21.O=C1c2ccccc2C(=O)c2ccccc21", "multiplicity": 1}

=====

Record 2
{"formula": "C58H65F5N7O21S3", "method": "ωB97M-V with the def2-TZVPD basis set", "species": ["C", "C", "C", "O", "O", "C", "C", "C", "C", "C", "C", "C", "S", "C", "O", "O", "N", "C", "S", "O", "O", "C", "F", "F", "F", "C", "C", "O", "C", "C", "O", "C", "O", "C", "C", "C", "C", "C", "C", "N", "S", "O", "O", "F", "C", "C", "F", "C", "C", "H", "H", "H", "H", "H", "H", "H", "H", "H", "H", "H", "H", "H", "H", "H", "H", "H", "H", "H", "H", "H", "H", "H", "H", "H", "H", "H", "H", "H", "H", "H", "H", "H", "H", "H", "H", "H", "H", "H", "H", "C", "C", "C", "C", "C", "C", "N", "O", "O", "H", "H", "H", "H", "H", "C", "C", "C", "C", "C", "C", "N", "O", "O", "H", "H", "H", "H", "H", "C", "C", "C", "C", "C", "C", "N", "O", "O", "H", "H", "H", "H", "H", "C", "C", "C", "C", "C", "C", "N", "O", "O", "H", "H", "H", "H", "H", "C", "C", "C", "C", "C", "C", "N", "O", "O", "H", "H", "H", "H", "H"], "xyz": [[7.7259, -2.6678, 0.2160], [8.4291, -2.0306, -0.9629], [8.1965, -0.4464, -1.3918], [9.1068, 0.3032, -2.0344], [6.8593, 0.1299, -1.0638], [5.9201, -0.6661, -1.8693], [4.7182, 0.3113, -2.4061], [4.7232, 0.2829, -4.0449], [3.2861, 0.9619, -4.5668], [2.2639, -0.2850, -5.0122], [1.2451, 0.2988, -6.1295], [-0.3495, 0.2006, -5.8303], [-1.1819, 0.8648, -7.4213], [-3.0506, 0.6076, -7.4140], [-0.9554, 2.4189, -7.5897], [-0.5205, 0.2556, -8.7197], [-0.6310, 1.3461, -4.8303], [-0.7986, 0.8886, -3.4104], [-0.7675, 2.2171, -2.1240], [0.7545, 2.4821, -1.7917], [-1.4422, 1.9197, -0.7733], [-1.4244, 3.9065, -2.6897], [-2.8673, 4.1174, -2.3361], [-0.6714, 4.9123, -1.8502], [-1.0982, 4.2345, -4.0963], [-2.1243, -0.1362, -3.3652], [-1.8154, -1.0749, -2.0785], [-2.9352, -1.6263, -1.3293], [-2.6667, -1.6473, 0.1233], [-3.6696, -0.7595, 1.0776], [-1.6909, -2.3614, 0.7092], [-3.4029, 0.8687, -3.3111], [-4.0574, 1.0583, -2.0171], [-5.3085, 1.8208, -2.1058], [-5.7047, 2.9564, -3.2162], [-7.1322, 3.8207, -3.2281], [-8.2546, 3.5490, -2.0191], [-7.8841, 2.3835, -0.8787], [-6.4430, 1.5359, -0.9110], [-2.2590, -0.9537, -4.6691], [-3.3536, -2.2679, -4.5457], [-2.7743, -3.5682, -3.8577], [-4.6777, -2.0055, -3.7490], [-3.9722, -2.8575, -6.0773], [-0.9373, -1.2369, -5.3194], [-0.8589, -2.4755, -6.3784], [-1.5848, -2.3120, -7.6532], [0.7023, -2.8973, -6.8240], [0.7366, -4.5074, -7.2405], [7.4342, -3.8007, 0.1823], [7.4619, -1.9257, 1.1037], [9.1862, -2.6370, -1.6520], [5.4055, -1.5515, -1.2660], [6.4698, -1.1548, -2.8022], [4.9052, 1.4336, -2.0700], [3.6402, -0.0738, -2.0703], [4.9288, -0.7683, -4.5242], [5.6321, 0.9767, -4.3871], [2.8094, 1.6850, -3.7800], [3.5912, 1.5604, -5.5537], [2.9847, -1.0703, -5.5505], [1.7990, -0.8477, -4.1047], [1.5022, -0.2539, -7.1569], [1.5604, 1.4327, -6.3328], [-3.3760, -0.4784, -7.7760], [-3.5529, 1.4289, -8.0797], [-3.4454, 0.7917, -6.3080], [0.1183, 2.0799, -4.8395], [-1.5141, 1.8149, -5.1262], [0.1214, 0.1665, -3.1665], [-1.0733, -0.5976, -1.2727], [-1.1980, -2.0123, -2.4911], [-3.2347, 0.3227, 1.2255], [-4.7069, -0.6927, 0.4908], [-3.8925, -1.3064, 2.1025], [-4.2622, 0.5234, -4.0670], [-3.1461, 1.9688, -3.7028], [-4.9444, 3.2224, -4.0724], [-7.3476, 4.6387, -4.0461], [-9.2640, 4.1787, -1.9861], [-8.6758, 2.2202, -0.0263], [-6.2779, 0.7662, -0.0401], [-0.2149, -1.5941, -4.4341], [-1.2357, -3.5225, -5.9407], [1.0788, -2.3088, -7.7623], [1.4549, -2.8063, -5.9028], [0.3846, -5.1623, -6.3077], [1.8788, -4.7808, -7.4388], [0.0641, -4.7004, -8.1884], [-12.9236, 5.9017, 2.1606], [-12.1973, 5.2469, 3.1565], [-11.4241, 4.1288, 2.8382], [-11.3817, 3.6756, 1.5124], [-12.1159, 4.3265, 0.5121], [-12.8879, 5.4420, 0.8431], [-10.5506, 2.5162, 1.1668], [-9.9308, 1.9561, 2.0833], [-10.5130, 2.1664, -0.0216], [-13.5206, 6.7765, 2.4126], [-12.2314, 5.6103, 4.1813], [-10.8637, 3.6296, 3.6257], [-12.0960, 3.9825, -0.5199], [-13.4590, 5.9559, 0.0731], [9.4380, 0.7318, 6.6232], [8.1946, 0.7824, 5.9912], [7.9280, -0.0514, 4.9035], [8.9168, -0.9393, 4.4579], [10.1687, -0.9867, 5.0857], [10.4246, -0.1460, 6.1707], [8.6338, -1.8364, 3.3311], [7.5213, -1.7510, 2.7902], [9.5215, -2.6303, 2.9880], [9.6393, 1.3799, 7.4745], [7.4314, 1.4703, 6.3487], [6.9540, 0.0001, 4.4218], [10.9469, -1.6675, 4.7471], [11.3922, -0.1775, 6.6667], [12.8380, -6.9108, 2.3889], [12.2966, -7.9442, 1.6228], [11.0800, -7.7625, 0.9624], [10.4132, -6.5345, 1.0729], [10.9506, -5.4980, 1.8476], [12.1666, -5.6925, 2.5057], [9.1466, -6.3285, 0.3604], [8.6943, -7.2761, -0.2994], [8.6043, -5.2182, 0.4558], [13.7897, -7.0552, 2.8975], [12.8251, -8.8914, 1.5378], [10.6714, -8.5777, 0.3691], [10.4412, -4.5416, 1.9460], [12.5935, -4.8929, 3.1071], [2.9197, 4.5505, 8.5308], [3.6461, 3.8957, 9.5267], [4.4193, 2.7776, 9.2084], [4.4617, 2.3244, 7.8826], [3.7274, 2.9753, 6.8823], [2.9555, 4.0907, 7.2132], [5.2927, 1.1649, 7.5370], [5.9125, 0.6049, 8.4535], [5.3304, 0.8151, 6.3486], [2.3227, 5.4253, 8.7828], [3.6119, 4.2591, 10.5515], [4.9796, 2.2784, 9.9959], [3.7473, 2.6313, 5.8502], [2.3843, 4.6047, 6.4432], [-9.1201, -1.8951, 6.2738], [-8.8506, -0.9017, 5.3311], [-9.5834, 0.2867, 5.3377], [-10.5853, 0.4725, 6.3002], [-10.8632, -0.5262, 7.2428], [-10.1256, -1.7117, 7.2245], [-11.3419, 1.7300, 6.3284], [-11.0794, 2.5814, 5.4659], [-12.1964, 1.8701, 7.2150], [-8.5423, -2.8177, 6.2681], [-8.0664, -1.0526, 4.5923], [-9.3611, 1.0512, 4.5964], [-11.6414, -0.3973, 7.9922], [-10.3317, -2.4918, 7.9540]], "multiplicity": 1, "charge": 1}

=====

Record 3
{"formula": "C58H70NO5", "method": "ωB97M-V with the def2-TZVPD basis set", "species": ["C", "C", "C", "C", "C", "C", "C", "C", "C", "C", "C", "C", "C", "C", "C", "C", "C", "C", "C", "O", "C", "C", "C", "C", "C", "C", "C", "C", "C", "C", "C", "N", "H", "H", "H", "H", "H", "H", "H", "H", "H", "H", "H", "H", "H", "H", "H", "H", "H", "H", "H", "H", "H", "H", "H", "H", "H", "H", "H", "H", "H", "H", "H", "H", "H", "H", "H", "H", "H", "H", "H", "H", "H", "H", "H", "H", "H", "H", "H", "H", "H", "H", "H", "H", "H", "H", "C", "C", "C", "C", "C", "C", "C", "O", "C", "C", "C", "C", "C", "C", "C", "O", "H", "H", "H", "H", "H", "H", "H", "H", "C", "C", "C", "C", "C", "C", "C", "O", "C", "C", "C", "C", "C", "C", "C", "O", "H", "H", "H", "H", "H", "H", "H", "H"], "xyz": [[8.8040, 2.2690, 4.8841], [9.6394, 2.7464, 3.6798], [10.1560, 1.5739, 2.8263], [9.0314, 1.0720, 1.8594], [8.5157, -0.3602, 2.2041], [7.0106, -0.4491, 2.4606], [6.1404, -0.1902, 1.2094], [5.6183, 1.2784, 1.1438], [5.7329, 1.8809, -0.2783], [6.1764, 3.3675, -0.3380], [5.6194, 4.2805, 0.7709], [4.0913, 4.2213, 0.9645], [3.2761, 4.1243, -0.3483], [2.0388, 5.0752, -0.3536], [0.7946, 4.4149, -0.9994], [1.2767, 3.8752, -2.3829], [-0.2921, 5.4642, -1.2906], [-1.7160, 4.8815, -1.5235], [-2.1066, 3.6872, -0.5775], [-2.5463, 2.5391, -1.2710], [-1.5498, 1.9371, -2.0781], [-2.2423, 0.9763, -3.0705], [-1.0217, 3.4600, 0.4765], [-1.2555, 2.3025, 1.4917], [-2.6959, 1.9388, 1.8007], [-3.6258, 2.8411, 2.2508], [-4.9086, 2.4341, 2.5212], [-5.2941, 1.1341, 2.3719], [-6.6937, 0.6397, 2.6727], [-4.3639, 0.1976, 1.9492], [-3.0884, 0.6237, 1.6695], [0.3516, 3.3024, -0.0854], [9.2254, 1.3408, 5.2793], [7.7733, 2.0904, 4.5587], [8.7845, 3.0003, 5.6952], [9.0398, 3.4476, 3.0889], [10.5071, 3.3148, 4.0357], [11.0391, 1.8932, 2.2659], [10.4933, 0.7734, 3.4924], [9.5008, 1.0235, 0.8729], [8.2452, 1.8260, 1.8958], [9.0734, -0.6959, 3.0821], [8.7569, -1.0216, 1.3664], [6.6737, 0.2077, 3.2714], [6.7914, -1.4708, 2.7962], [6.6514, -0.4918, 0.2908], [5.2554, -0.8316, 1.2941], [6.2002, 1.8601, 1.8586], [4.5603, 1.2747, 1.4232], [6.5143, 1.3101, -0.7905], [4.8243, 1.7378, -0.8735], [5.9089, 3.7717, -1.3202], [7.2694, 3.3889, -0.2821], [5.9231, 5.3106, 0.5498], [6.1277, 4.0175, 1.7031], [3.8841, 3.3652, 1.6148], [3.7596, 5.1078, 1.5162], [3.8914, 4.3516, -1.2167], [2.9314, 3.0852, -0.4266], [2.3313, 5.9379, -0.9535], [1.7670, 5.3716, 0.6686], [2.1567, 4.4086, -2.7358], [1.5031, 2.8022, -2.3663], [0.4881, 4.0105, -3.1259], [0.0121, 5.9371, -2.2264], [-0.2822, 6.2574, -0.5355], [-1.8053, 4.6159, -2.5778], [-2.4238, 5.6900, -1.3355], [-2.9688, 4.0542, -0.0209], [-0.8681, 1.2988, -1.4878], [-0.9891, 2.6462, -2.6902], [-2.3500, -0.0068, -2.6225], [-1.7111, 0.9498, -4.0223], [-3.2368, 1.3896, -3.2602], [-0.9838, 4.3746, 1.0774], [-0.6794, 1.4161, 1.2039], [-0.8248, 2.6411, 2.4456], [-3.3606, 3.8887, 2.3801], [-5.6094, 3.1857, 2.8735], [-6.7926, 0.3449, 3.7208], [-6.8392, -0.2817, 2.0992], [-7.4759, 1.3352, 2.3656], [-4.6424, -0.8441, 1.8434], [-2.3607, -0.1192, 1.3447], [0.5155, 2.4110, -0.5559], [0.9909, 3.3138, 0.7163], [-6.1197, -0.1214, -1.0388], [-5.0598, -0.9331, -1.4177], [-5.2899, -2.2291, -1.8366], [-6.5863, -2.7266, -1.8672], [-7.6521, -1.9219, -1.4630], [-7.4158, -0.6123, -1.0582], [-9.0421, -2.4597, -1.4403], [-9.9702, -1.7605, -1.0927], [-9.2592, -3.8773, -1.8441], [-10.5375, -4.4160, -1.7761], [-10.7566, -5.7288, -2.1599], [-9.7006, -6.5077, -2.6221], [-8.4227, -5.9782, -2.6874], [-8.1949, -4.6665, -2.2909], [-6.8139, -4.1201, -2.3339], [-5.8792, -4.7864, -2.7312], [-5.9316, 0.8960, -0.7173], [-4.0525, -0.5499, -1.3831], [-4.4618, -2.8581, -2.1339], [-8.2424, 0.0159, -0.7537], [-11.3596, -3.8100, -1.4198], [-11.7527, -6.1478, -2.1014], [-9.8761, -7.5309, -2.9278], [-7.6005, -6.5848, -3.0424], [-1.4570, -7.1526, -3.8368], [-2.5323, -6.3142, -3.5598], [-2.4618, -5.4224, -2.5035], [-1.3217, -5.3712, -1.7120], [-0.2508, -6.2298, -1.9755], [-0.3193, -7.1116, -3.0463], [0.9600, -6.2235, -1.1107], [1.8938, -6.9630, -1.3381], [0.9965, -5.2890, 0.0506], [2.0932, -5.3062, 0.9035], [2.1478, -4.4354, 1.9789], [1.1097, -3.5361, 2.2024], [0.0122, -3.5182, 1.3581], [-0.0535, -4.3996, 0.2852], [-1.2558, -4.3923, -0.5942], [-2.1621, -3.6037, -0.3980], [-1.5100, -7.8437, -4.6681], [-3.4261, -6.3558, -4.1688], [-3.2984, -4.7707, -2.2916], [0.5144, -7.7674, -3.2582], [2.9011, -6.0036, 0.7276], [3.0006, -4.4548, 2.6453], [1.1570, -2.8522, 3.0406], [-0.7983, -2.8234, 1.5342]], "multiplicity": 1, "charge": 1}

=====

The records above give, respectively, orbital gap values of 7.876, 5.116, 8.552 eV.
The records above give, respectively, E values of -98004.9755, -160667.8844, -73004.2411 eV.
The records above give, respectively, max |F| values of 2.9, 11.0, 2.7 eV Å⁻¹.